Entry from the OMol25 dataset: a structure of composition C2H4ClN2P at a distorted geometry (ωB97M-V/def2-TZVPD).

Values from the calculation:
Energy above the lowest of the compared OMol25 structures with the same formula, charge and spin ... 2.380 eV
Lowest unoccupied orbital energy ... 0.001 Ha
Charge ... 0
E ... -989.5901 a.u.

Each line ends with the Mulliken charge.
Atoms and positions in Å:
C: -0.3801 0.4579 0.6308  -0.308
C: 0.6202 0.2780 -0.5952  -0.261
N: -0.5192 1.8969 0.9849  -0.444
N: 1.2602 1.5009 -0.9365  -0.425
P: 0.6228 2.5108 0.0951  0.587
Cl: 1.1822 4.3055 -0.0102  -0.133
H: -1.3673 0.0076 0.3431  0.310
H: 0.2111 -0.1239 1.4316  0.213
H: 1.2833 -0.6215 -0.3598  0.281
H: -0.1971 -0.0613 -1.3927  0.180

Atoms 1-2, force components in eV/Å:
1.3327 -1.1345 0.7081
-3.0766 -2.7766 -1.0149